[1]
{"formula": "C18H36ClN3O3PS2", "method": "ωB97M-V/def2-TZVPD", "largest_force_ev_per_a": 8.800, "charge": 1, "e_tot_ev": -73331.55387, "symbols": ["C", "C", "C", "C", "C", "C", "C", "S", "C", "C", "C", "C", "S", "O", "O", "Cl", "C", "H", "H", "H", "H", "H", "H", "H", "H", "H", "H", "H", "H", "H", "H", "H", "H", "H", "H", "O", "P", "N", "C", "C", "N", "C", "C", "N", "C", "C", "H", "H", "H", "H", "H", "H", "H", "H", "H", "H", "H", "H", "H", "H", "H", "H", "H", "H"], "positions_angstrom": [[-1.3787, 1.8305, -1.1068], [-1.2585, 0.3165, -1.4641], [-0.3698, -0.6327, -0.8004], [-0.3747, -2.0256, -1.2629], [-1.2408, -2.5299, -2.3193], [-2.1687, -1.5855, -2.9603], [-3.1948, -1.9509, -4.0746], [-4.0637, -3.5615, -3.7576], [-4.9350, -3.4673, -2.1485], [-6.2715, -2.6297, -2.2048], [-6.1811, -1.2556, -1.4250], [-7.1975, -0.1633, -1.9659], [-6.3675, 1.4261, -2.3409], [-6.1814, 2.2503, -1.1526], [-5.0455, 1.0836, -2.8785], [-7.3578, 2.4460, -3.8594], [-2.1265, -0.2009, -2.5222], [-0.7678, 2.1326, -0.2237], [-1.1725, 2.4614, -2.0168], [-2.4536, 2.0522, -0.8389], [0.2715, -0.2579, 0.0269], [0.3426, -2.7114, -0.7477], [-1.2397, -3.5853, -2.6685], [-4.0189, -1.1765, -4.0144], [-2.7884, -1.8853, -5.1158], [-3.0337, -4.4506, -3.5486], [-4.2702, -3.1422, -1.3018], [-5.2314, -4.5270, -1.8961], [-6.6050, -2.5060, -3.2685], [-7.0782, -3.2304, -1.6973], [-5.1142, -0.9179, -1.4419], [-6.4429, -1.4504, -0.3469], [-8.0059, -0.0144, -1.2117], [-7.5833, -0.5537, -2.9510], [-2.8067, 0.5247, -3.0269], [3.2283, 2.5344, 1.1770], [3.6844, 1.5537, 2.2653], [4.9792, 2.5754, 2.7486], [6.3953, 2.3400, 2.9099], [4.5821, 3.8046, 3.4292], [4.0330, 0.3265, 1.0933], [5.2799, -0.3916, 0.8573], [3.3495, 0.4572, -0.2010], [3.9982, 0.4013, 3.5684], [3.2188, 0.7221, 4.7697], [5.2020, -0.2933, 3.9756], [6.6636, 2.1564, 3.9588], [6.9664, 3.2171, 2.5856], [6.7762, 1.5202, 2.3100], [4.2870, 3.6076, 4.4675], [3.7362, 4.2802, 2.9262], [5.3844, 4.5462, 3.4430], [6.1626, 0.2437, 0.9277], [5.3273, -0.8247, -0.1446], [5.3612, -1.2602, 1.5137], [3.8697, 1.1705, -0.8515], [2.3171, 0.7813, -0.0792], [3.2971, -0.5009, -0.7273], [3.7201, 1.4922, 5.3721], [3.0756, -0.1602, 5.3993], [2.2263, 1.0979, 4.5039], [5.6862, 0.1964, 4.8330], [5.9653, -0.3972, 3.2143], [4.9389, -1.3089, 4.2876]], "atomic_forces_ev_per_a": [[-0.7432, -0.4781, -0.1717], [-0.0136, -1.6223, -0.4210], [-1.8299, -0.2527, -2.0649], [-0.4607, 0.7500, -0.1810], [-0.5264, 2.3841, 0.2996], [1.5441, 0.7083, 1.6958], [0.3521, 1.2752, 1.2531], [0.0224, 0.1929, -0.5454], [-0.5187, -0.4732, 1.5699], [-0.3511, 0.1867, 0.1292], [0.3748, -0.0196, 0.2919], [-0.3243, -1.0445, -0.5380], [4.0641, 0.8664, 1.5927], [-1.9527, -0.8769, -1.3695], [-1.9078, -0.3782, -0.7056], [0.1028, -0.8380, 1.0316], [0.4735, -0.7207, 0.2969], [-0.2184, -0.2988, -0.9230], [0.1002, -0.6187, 1.0262], [1.0348, -0.3047, -0.2596], [-0.4437, -0.6648, -0.7675], [-0.8215, 0.5330, -0.6587], [0.3624, 0.8228, 0.5846], [0.6188, -0.9242, -0.1147], [-0.3966, -0.7450, 0.8284], [-0.4969, 0.7082, 0.2489], [-0.3488, -0.0903, -1.0913], [0.6016, 0.8930, -0.6625], [0.3196, 0.0359, 0.8443], [0.8783, 0.3815, -0.6876], [-0.9613, 0.0639, -0.0702], [0.3758, 0.2215, -1.0814], [0.5091, 0.2334, -0.9171], [0.0281, 0.7484, 1.0158], [0.5752, -0.6531, 0.5379], [-3.9599, 0.0465, 2.6485], [7.8490, -1.4017, -3.7237], [0.4386, 1.3642, 0.0209], [0.0963, -0.4319, 0.4324], [-0.5174, 0.0355, -0.1886], [-0.4859, -0.3914, -1.1826], [0.1282, -0.6911, 0.6309], [-0.1769, 0.4225, -0.0019], [-3.9641, 0.3971, 1.2053], [0.1308, 0.1760, -0.0917], [0.6709, 0.0694, -0.1955], [0.1944, -0.0611, -0.0042], [-0.2204, 0.0821, -0.0030], [-0.1659, -0.1534, 0.0192], [0.0923, 0.1754, 0.1361], [0.0038, -0.1205, -0.0166], [0.0996, -0.2005, -0.0761], [0.0797, -0.0289, 0.1717], [-0.3645, 0.2777, -0.0154], [0.2763, 0.1064, 0.0957], [-0.1878, 0.0443, -0.1015], [0.1773, 0.1805, -0.0081], [0.2574, -0.1169, 0.2823], [-0.0598, -0.0444, 0.1525], [0.0174, -0.0148, -0.0757], [-0.0169, -0.0084, 0.0100], [-0.1405, 0.0984, -0.0621], [-0.1357, 0.1711, -0.0882], [-0.1384, 0.0164, 0.0137]]}

[2]
{"formula": "C4H4N2", "method": "ωB97M-V/def2-TZVPD", "largest_force_ev_per_a": 1.005, "e_above_lowest_kj_mol": 362.79, "symbols": ["N", "C", "C", "C", "C", "N", "H", "H", "H", "H"], "positions_angstrom": [[0.9677, -0.8393, -0.2079], [-0.2147, 0.0558, -0.3829], [-0.8205, 0.4795, 0.8061], [-1.3303, 0.7930, 1.8635], [-0.2803, 0.6221, -1.6572], [-0.2792, 1.0310, -2.7520], [1.8751, -0.3641, -0.3020], [0.9210, -1.2403, 0.7316], [0.9606, -1.6133, -0.8785], [-1.7995, 1.0756, 2.7793]], "atomic_forces_ev_per_a": [[0.1343, -0.1480, 0.0524], [-0.0594, 0.0477, -0.0088], [-0.1448, 0.0901, 0.3235], [0.1858, -0.0971, -0.3618], [-0.0366, 0.3307, -0.7750], [0.0134, -0.3606, 0.9376], [-0.1232, 0.0029, 0.0416], [-0.0145, 0.0636, -0.1121], [-0.0458, 0.1235, 0.0700], [0.0908, -0.0527, -0.1674]]}